The following is a DFT calculation (ωB97M-V/def2-TZVPD) of 2 unconnected molecules or ions with the total composition C4H11N4.

Values from the calculation:
Molecular weight, u: 115.2
HOMO (alpha / beta), eV: -12.8814 / -12.8817
LUMO energy (alpha / beta), eV: -4.218 / -4.218
Net charge: +1
Energy above the lowest of the compared OMol25 structures with the same formula, charge and spin, eV: 3.161
Calculated total energy, eV: -10278.0287

XYZ file:
```
19
C4H11N4 | OMol25 | ωB97M-V/def2-TZVPD
N -0.29961 0.10906 0.17559
N -0.64942 -1.44996 -1.42909
N 0.71640 0.77703 -3.17849
N -0.38238 -0.65021 2.28580
C -0.17568 -1.91879 2.25910
C -0.62566 -1.15878 -0.18203
C -0.00867 1.74939 2.00428
C -0.19122 0.36976 1.53720
H -0.76722 -2.73537 2.69165
H -0.21613 0.93258 -0.41796
H 0.77659 -2.17653 1.78828
H 0.84130 0.75956 -4.17437
H 1.65047 0.85269 -2.77455
H 0.28916 1.82098 3.08752
H 0.42177 1.72900 -2.93616
H -0.24791 -1.04233 -2.29776
H 0.64746 2.37966 1.35275
H -0.80077 -2.40223 -1.66890
H -0.97848 2.05448 1.87712
```